Record 1
The following is a DFT calculation (ωB97M-V/def2-TZVPD) of a structure of composition C46H39ClN5O2P2Ti at a distorted geometry.

Geometry (Å):
Ti (1.54, 1.10, 0.39)
N (-0.74, 2.98, -2.83)
C (0.13, 2.24, -2.16)
N (0.31, 2.28, -0.88)
C (-0.44, 3.21, -0.11)
N (-0.16, 3.35, 1.13)
N (0.87, 2.52, 1.53)
C (1.46, 2.76, 2.72)
C (2.46, 1.87, 3.08)
C (3.20, 1.98, 4.30)
C (4.10, 1.02, 4.63)
C (4.30, -0.08, 3.76)
C (3.61, -0.10, 2.58)
N (2.73, 0.85, 2.19)
C (-1.45, 4.02, -0.79)
C (-2.27, 4.93, -0.12)
C (-3.19, 5.68, -0.81)
C (-3.31, 5.54, -2.20)
C (-2.51, 4.65, -2.88)
C (-1.59, 3.90, -2.17)
H (-0.79, 2.89, -3.83)
H (0.73, 1.55, -2.74)
H (1.15, 3.60, 3.33)
H (3.02, 2.83, 4.94)
H (4.66, 1.09, 5.55)
H (5.00, -0.87, 3.99)
H (3.79, -0.91, 1.88)
H (-2.16, 5.03, 0.96)
H (-3.82, 6.39, -0.29)
H (-4.03, 6.13, -2.74)
H (-2.59, 4.54, -3.95)
O (0.33, -0.27, 1.85)
P (-0.55, -1.47, 1.96)
C (-0.24, -2.58, 0.55)
P (-0.26, -1.68, -1.01)
O (0.41, -0.34, -0.88)
C (-1.97, -1.49, -1.50)
C (-2.54, -0.22, -1.45)
C (-3.87, -0.05, -1.81)
C (-4.63, -1.15, -2.21)
C (-4.05, -2.42, -2.25)
C (-2.73, -2.59, -1.90)
C (0.54, -2.72, -2.23)
C (0.51, -4.12, -2.15)
C (1.10, -4.88, -3.15)
C (1.73, -4.25, -4.22)
C (1.76, -2.86, -4.30)
C (1.17, -2.10, -3.30)
C (-2.27, -0.99, 1.89)
C (-2.54, 0.37, 2.07)
C (-3.85, 0.82, 2.02)
C (-4.88, -0.08, 1.80)
C (-4.62, -1.43, 1.62)
C (-3.31, -1.89, 1.67)
C (-0.25, -2.47, 3.41)
C (1.07, -2.86, 3.64)
C (1.38, -3.60, 4.76)
C (0.38, -3.96, 5.66)
C (-0.93, -3.57, 5.44)
C (-1.25, -2.81, 4.31)
H (-0.93, -3.42, 0.54)
H (0.78, -2.96, 0.69)
H (-1.95, 0.62, -1.11)
H (-4.32, 0.93, -1.76)
H (-5.66, -1.02, -2.49)
H (-4.64, -3.27, -2.57)
H (-2.28, -3.57, -1.96)
H (0.04, -4.61, -1.31)
H (1.09, -5.96, -3.09)
H (2.19, -4.84, -4.99)
H (2.26, -2.38, -5.12)
H (1.22, -1.02, -3.35)
H (-1.72, 1.06, 2.23)
H (-4.06, 1.87, 2.16)
H (-5.91, 0.28, 1.76)
H (-5.43, -2.12, 1.44)
H (-3.11, -2.94, 1.53)
H (1.86, -2.55, 2.97)
H (2.41, -3.89, 4.95)
H (0.62, -4.54, 6.54)
H (-1.71, -3.83, 6.14)
H (-2.27, -2.49, 4.16)
Cl (3.33, -0.58, -0.67)
C (3.62, 0.50, -2.04)
C (3.93, -0.04, -3.27)
C (4.07, 0.83, -4.35)
C (3.89, 2.20, -4.15)
C (3.61, 2.70, -2.88)
C (3.48, 1.86, -1.77)
C (3.14, 2.32, -0.40)
H (4.05, -1.11, -3.39)
H (4.31, 0.44, -5.33)
H (4.00, 2.88, -4.98)
H (3.51, 3.76, -2.74)
H (2.93, 3.39, -0.40)
H (3.99, 2.15, 0.27)

## Properties
energy above the lowest of the compared OMol25 structures with the same formula, charge and spin	0.869	eV
molar mass	839.119	u
charge	+1
calculated total energy	-4192.92489	Eh

---

Record 2
The following is a DFT calculation (ωB97M-V/def2-TZVPD) of a structure of composition C47H70CuF9N9O3P at a distorted geometry.

Geometry (Å):
C (-2.06, 23.31, -3.63)
C (-1.73, 23.17, -2.11)
C (-0.94, 21.87, -1.81)
C (-0.46, 21.95, -0.33)
N (0.29, 20.64, 0.13)
C (-0.70, 19.46, 0.29)
C (-1.49, 19.76, 1.57)
C (-0.51, 20.50, 2.48)
C (0.66, 20.81, 1.62)
C (1.61, 20.33, -0.75)
C (2.67, 21.50, -0.90)
C (3.94, 21.06, -1.65)
H (-2.94, 23.95, -3.76)
H (-2.39, 22.45, -4.21)
H (-1.17, 23.71, -4.12)
H (-2.61, 23.15, -1.46)
H (-1.30, 24.12, -1.82)
H (-0.05, 21.81, -2.45)
H (-1.40, 20.90, -2.02)
H (-1.28, 22.11, 0.36)
H (0.34, 22.69, -0.25)
H (-0.07, 18.57, 0.39)
H (-1.29, 19.35, -0.62)
H (-1.93, 18.89, 2.05)
H (-2.29, 20.44, 1.28)
H (-0.22, 19.87, 3.32)
H (-0.90, 21.39, 2.97)
H (1.37, 20.00, 1.82)
H (1.02, 21.81, 1.84)
H (1.24, 20.01, -1.73)
H (2.06, 19.48, -0.24)
H (2.94, 21.78, 0.12)
H (2.24, 22.43, -1.27)
H (4.75, 21.77, -1.53)
H (3.82, 20.91, -2.73)
H (4.28, 20.08, -1.31)
Cu (-10.70, 29.99, -6.10)
O (-8.33, 32.13, -7.23)
H (-7.63, 32.32, -6.59)
P (-7.29, 28.95, -2.66)
F (-6.87, 30.37, -3.37)
F (-5.87, 28.39, -3.12)
F (-6.60, 29.54, -1.32)
F (-7.69, 27.49, -2.05)
F (-8.74, 29.60, -2.14)
F (-7.97, 28.59, -4.10)
N (-10.44, 35.45, -4.92)
C (-10.11, 35.26, -3.64)
C (-10.96, 36.00, -2.81)
C (-11.94, 36.46, -3.66)
C (-11.57, 36.16, -4.99)
H (-10.13, 34.90, -5.71)
H (-9.36, 34.54, -3.33)
H (-10.90, 36.09, -1.73)
H (-12.77, 37.10, -3.41)
H (-12.04, 36.42, -5.92)
N (-7.16, 33.63, 4.44)
C (-7.48, 34.28, 5.60)
C (-8.49, 33.44, 6.12)
C (-8.75, 32.37, 5.27)
C (-7.96, 32.57, 4.14)
H (-6.54, 34.09, 3.79)
H (-7.03, 35.21, 5.92)
H (-8.94, 33.61, 7.08)
H (-9.34, 31.47, 5.41)
H (-7.87, 32.00, 3.23)
N (-13.79, 31.79, -4.64)
C (-13.57, 30.89, -3.62)
C (-13.95, 29.68, -4.06)
C (-14.48, 29.87, -5.35)
C (-14.51, 31.22, -5.66)
H (-13.72, 32.79, -4.46)
H (-13.14, 31.17, -2.66)
H (-13.89, 28.75, -3.51)
H (-14.92, 29.11, -5.99)
H (-14.91, 31.75, -6.51)
N (-4.71, 26.12, 2.49)
C (-4.52, 25.34, 3.57)
C (-3.22, 25.27, 3.93)
C (-2.51, 25.99, 3.01)
C (-3.45, 26.54, 2.11)
H (-5.61, 26.43, 2.17)
H (-5.38, 24.88, 4.03)
H (-2.82, 24.65, 4.72)
H (-1.43, 25.98, 2.98)
H (-3.18, 27.13, 1.25)
N (-8.63, 24.43, -7.55)
C (-7.98, 23.85, -6.46)
C (-7.71, 22.55, -6.77)
C (-8.03, 22.42, -8.10)
C (-8.53, 23.58, -8.58)
H (-9.04, 25.35, -7.65)
H (-7.93, 24.41, -5.54)
H (-7.24, 21.86, -6.07)
H (-7.75, 21.59, -8.74)
H (-8.88, 23.96, -9.53)
N (-4.37, 29.31, -7.46)
C (-4.29, 28.30, -8.39)
C (-3.84, 28.68, -9.65)
C (-3.71, 30.08, -9.52)
C (-4.08, 30.42, -8.22)
H (-4.49, 29.26, -6.46)
H (-4.45, 27.31, -8.00)
H (-3.58, 28.10, -10.52)
H (-3.22, 30.66, -10.28)
H (-4.26, 31.35, -7.70)
N (-2.69, 32.62, -1.75)
C (-2.21, 33.57, -2.61)
C (-1.04, 34.00, -1.96)
C (-0.84, 33.15, -0.82)
C (-1.91, 32.37, -0.71)
H (-3.56, 32.11, -1.83)
H (-2.80, 33.91, -3.45)
H (-0.44, 34.87, -2.17)
H (-0.05, 33.26, -0.10)
H (-2.33, 31.78, 0.08)
N (-11.93, 28.25, 1.00)
C (-12.10, 29.22, 1.96)
C (-13.11, 28.80, 2.80)
C (-13.53, 27.57, 2.34)
C (-12.75, 27.22, 1.26)
H (-11.32, 28.31, 0.19)
H (-11.56, 30.15, 1.87)
H (-13.50, 29.37, 3.63)
H (-14.34, 26.92, 2.63)
H (-12.92, 26.43, 0.55)
C (-9.14, 22.38, 1.30)
C (-7.95, 21.98, 0.49)
O (-8.18, 20.57, 0.24)
C (-7.36, 19.91, -0.67)
O (-6.40, 20.45, -1.25)
C (-7.77, 18.47, -0.93)
F (-9.00, 18.16, -0.44)
F (-7.73, 18.35, -2.23)
F (-6.94, 17.62, -0.29)
H (-10.08, 22.03, 0.88)
H (-9.19, 23.47, 1.35)
H (-9.07, 22.08, 2.35)
H (-7.07, 22.10, 1.11)
H (-7.84, 22.61, -0.40)

## Properties
molar mass	1074.639	u
charge	0
calculated total energy	-5431.84524	Eh

---

Record 3
The following is a DFT calculation (ωB97M-V/def2-TZVPD) of a cluster of 2 separate species, C2H10N7 in total at a distorted geometry.

Geometry (Å):
C (-2.51, 0.67, -0.07)
C (1.77, 0.24, -0.28)
N (-2.51, -0.15, -0.89)
N (-2.64, 1.62, 0.78)
N (2.45, 1.07, -1.20)
N (2.45, -0.03, 0.83)
N (-0.86, -2.14, 0.06)
N (0.02, -1.14, 0.60)
N (0.52, -0.27, -0.39)
H (-1.66, -1.56, -0.40)
H (-2.69, 2.56, 0.45)
H (-2.49, 1.61, 1.79)
H (1.81, 1.43, -1.85)
H (2.85, 1.82, -0.67)
H (3.40, 0.11, 0.71)
H (1.81, -0.41, 1.49)
H (-0.42, -2.71, -0.85)
H (-0.98, -2.76, 0.81)
H (-0.31, 0.05, -0.93)

## Properties
molar mass	132.151	u
charge	+1
calculated total energy	-465.01102	Eh
2S+1	3

---

Record 4
The following is a DFT calculation (ωB97M-V/def2-TZVPD) of an isolated molecule of C4H10NO at a distorted geometry.

Geometry (Å):
C (-0.43, -1.91, 0.31)
O (0.01, -2.47, 1.41)
C (-0.36, -0.24, 0.46)
C (-0.06, 0.36, -0.90)
C (0.20, 1.87, -0.87)
N (0.62, 0.16, 1.44)
H (-1.47, -2.15, 0.09)
H (0.23, -2.08, -0.56)
H (-1.36, 0.00, 0.82)
H (-0.95, 0.23, -1.54)
H (0.73, -0.18, -1.44)
H (-0.74, 2.36, -0.62)
H (0.79, 2.14, 0.00)
H (0.61, 2.20, -1.81)
H (1.54, 0.21, 1.02)
H (0.67, -0.52, 2.18)

## Properties
energy above the lowest of the compared OMol25 structures with the same formula, charge and spin	0.511	eV
molar mass	88.130	u
charge	0
calculated total energy	-288.30821	Eh
2S+1	2

---

Record 5
The following is a DFT calculation (ωB97M-V/def2-TZVPD) of a structure of composition C7H14ClI2NOPRh at a distorted geometry.

Geometry (Å):
I (3.98, -0.22, 1.86)
I (4.10, -1.44, -0.66)
Rh (-0.78, -0.06, -0.04)
P (-1.41, 1.87, -1.11)
C (-0.44, 3.30, -1.83)
C (-2.29, 1.09, -2.52)
H (-2.91, 1.65, 0.66)
H (-3.13, 3.30, -0.16)
H (-1.71, 2.99, 0.96)
C (-2.44, 2.57, 0.25)
H (-2.79, 0.24, -2.01)
H (-2.96, 1.81, -2.98)
H (-1.07, 4.07, -2.29)
H (0.26, 2.91, -2.60)
H (-1.49, 0.73, -3.18)
H (0.16, 3.76, -1.03)
C (0.76, 0.83, -0.35)
O (1.64, 1.47, -0.70)
Cl (-2.91, -1.06, 0.43)
C (2.58, -3.35, 2.42)
C (1.27, -3.73, 1.77)
C (0.56, -2.56, 1.21)
N (0.24, -1.58, 0.77)
H (3.25, -2.92, 1.71)
H (2.76, -4.36, 2.73)
H (2.52, -2.62, 3.19)
H (1.47, -4.39, 1.00)
H (0.78, -4.31, 2.48)

## Properties
energy above the lowest of the compared OMol25 structures with the same formula, charge and spin	1.649	eV
molar mass	551.336	u
charge	+2
calculated total energy	-1911.86441	Eh
2S+1	5

---

Record 6
The following is a DFT calculation (ωB97M-V/def2-TZVPD) of an isolated molecule of H3NO at a distorted geometry.

Geometry (Å):
H (-1.26, 0.49, 0.04)
H (0.81, 0.61, -0.47)
H (0.70, -0.23, 0.80)
N (0.57, -0.44, -0.22)
O (-0.82, -0.42, -0.16)

## Properties
energy above the lowest of the compared OMol25 structures with the same formula, charge and spin	0.655	eV
molar mass	33.030	u
SMILES string	NO
charge	0
calculated total energy	-131.69629	Eh